# 1
Density functional theory data (ωB97M-V/def2-TZVPD) for a 2-piece molecular cluster, C21H22O6 overall.

Each line ends with the Mulliken charge.
Cartesian coordinates (Å):
C -5.389059 2.355760 2.893720  -0.80
O -5.159627 0.925570 2.839059  -0.42
C -3.910357 0.413155 2.980862  0.95
C -3.767618 -0.992524 2.801016  -0.75
C -2.525257 -1.570262 2.794950  -0.59
C -1.349168 -0.802377 3.055152  0.10
C -0.084537 -1.437749 2.988187  -0.46
C 1.172278 -0.803878 2.854441  0.51
C 2.357175 -1.565264 3.093127  -0.54
C 3.597423 -0.983724 3.088432  -0.79
C 3.733736 0.418276 2.885181  0.93
O 4.981255 0.933911 3.023052  -0.42
C 5.207877 2.362754 2.957650  -0.80
C 2.583878 1.184178 2.565534  -0.51
C 1.353860 0.561653 2.482008  -0.69
C -1.536358 0.568936 3.396021  -0.87
C -2.764482 1.189911 3.284706  -0.34
H -6.468786 2.461315 2.768265  0.25
H -5.085209 2.769272 3.863447  0.33
H -4.869581 2.871829 2.076443  0.35
H -4.668279 -1.575571 2.630681  0.45
H -2.412663 -2.632219 2.567437  0.39
H -0.081784 -2.526712 3.081204  0.49
H 2.256382 -2.631537 3.296497  0.37
H 4.500249 -1.560221 3.270591  0.44
H 6.288169 2.470506 3.076458  0.25
H 4.897490 2.768785 1.986966  0.33
H 4.691653 2.881564 3.775185  0.34
H 2.674107 2.258176 2.384691  0.34
H 0.496042 1.126338 2.123410  0.89
H -0.683083 1.142911 3.749809  0.83
H -2.856491 2.268469 3.435428  0.34
C -1.753888 -4.100890 -3.381364  -1.66
C -0.744284 -4.190174 -2.228809  1.66
C 0.312890 -5.214689 -2.600048  -1.56
O -0.173660 -2.884524 -2.048676  -0.43
C 0.541241 -2.673861 -0.871168  0.59
O 1.200517 -1.653006 -0.784529  -0.75
C 0.367101 -3.667782 0.130748  -0.49
C -0.854006 -4.387789 0.174153  0.63
O -1.431968 -4.799555 1.168487  -0.77
O -1.475537 -4.585813 -1.054780  -0.42
H -2.539308 -3.379833 -3.142366  0.38
H -1.245880 -3.785924 -4.297024  0.38
H -2.208645 -5.081303 -3.548421  0.38
H 1.055977 -5.326033 -1.805407  0.38
H -0.173477 -6.178347 -2.789256  0.37
H 0.808495 -4.898964 -3.525553  0.35
H 0.900619 -3.528064 1.059155  0.06

Atomic forces in eV per Å
C 0.2 -0.5 0.0
O 0.7 -0.1 0.2
C 0.1 0.1 -0.2
C -0.4 0.7 0.0
C 0.3 -0.1 0.2
C -0.6 0.2 0.2
C 0.2 0.3 -0.1
C 0.4 0.1 -0.2
C -0.2 0.0 -0.1
C 0.3 0.5 0.0
C -0.1 0.2 0.2
O -0.8 -0.1 -0.1
C -0.2 -0.4 -0.1
C 0.4 -0.1 0.1
C -0.1 -0.1 0.2
C 0.2 -0.1 -0.4
C -0.5 -0.1 0.0
H 0.3 0.0 0.0
H 0.0 -0.1 -0.2
H 0.0 -0.2 0.2
H 0.2 0.1 -0.1
H 0.0 0.2 0.0
H 0.0 0.2 -0.2
H 0.1 0.2 -0.1
H -0.2 0.1 0.0
H -0.3 0.0 0.0
H 0.1 -0.1 0.2
H 0.0 -0.2 -0.2
H -0.1 -0.5 -0.1
H 0.3 -0.1 0.0
H -0.3 -0.1 -0.1
H 0.1 -0.5 0.1
C 0.0 0.2 0.4
C -0.3 0.2 0.0
C 0.3 -0.2 0.1
O -0.2 -0.3 -0.1
C -0.1 -0.6 0.2
O 0.2 0.2 -0.2
C -0.3 0.4 0.0
C 0.4 0.2 -0.3
O -0.2 -0.2 0.1
O 0.1 0.2 -0.3
H 0.1 -0.1 0.0
H 0.0 0.0 0.2
H 0.1 0.1 0.1
H -0.1 0.0 -0.2
H 0.1 0.2 0.1
H 0.0 0.0 0.2
H 0.0 0.0 0.0

Computed properties:
E_LUMO, Ha: -0.0910
Net charge: 0
Spin multiplicity: 1
HOMO, eV: -6.3706

# 2
Density functional theory data (ωB97M-V/def2-TZVPD) for C21H23BiNO5PS as an isolated structure.

Each line ends with the Mulliken charge.
Cartesian coordinates (Å):
Bi 0.334988 0.012824 0.020158  0.76
O -0.088843 3.781336 0.938633  -0.55
S 1.211021 2.970991 0.530957  1.19
O 2.239434 3.940917 0.385625  -0.60
O 0.827060 2.277053 -0.740376  -0.69
O 1.394493 1.928586 1.549205  -0.71
N -1.374129 1.057726 0.820254  -0.34
C -2.524424 1.247713 0.068990  0.07
C -3.701847 1.703355 0.687539  -0.82
C -4.818393 2.028850 -0.053297  -0.73
C -4.812125 1.926413 -1.443759  -0.83
C -3.672999 1.461873 -2.066593  -0.02
C -2.545029 1.084116 -1.329726  0.95
P -1.118397 0.384324 -2.179569  0.77
C -0.832600 1.456706 -3.627896  0.59
C -1.144317 1.001909 -4.911624  -0.22
C -1.005987 1.848608 -6.003306  -0.79
C -0.556053 3.147367 -5.824174  -0.47
C -0.244377 3.602977 -4.549796  -0.76
C -0.380676 2.767189 -3.453491  -0.58
C -1.564794 -1.215163 -2.901512  0.51
C -0.542245 -1.972393 -3.466580  -0.36
C -0.818724 -3.210500 -4.023065  -0.85
C -2.119015 -3.700504 -4.006863  -0.46
C -3.136838 -2.950291 -3.433707  -0.69
C -2.861815 -1.709012 -2.877158  -0.38
H -0.803247 3.109605 0.972302  0.48
H -1.534477 1.015750 1.818178  0.16
H -3.711861 1.817152 1.766409  0.38
H -5.703620 2.386783 0.457804  0.41
H -5.682156 2.205679 -2.023419  0.43
H -3.648933 1.372890 -3.147906  0.53
H -1.499856 -0.006013 -5.062519  0.36
H -1.252354 1.489285 -6.994729  0.42
H -0.447050 3.805260 -6.677687  0.37
H 0.111440 4.615864 -4.406422  0.43
H -0.129633 3.123127 -2.463430  0.42
H 0.473704 -1.589489 -3.482383  0.42
H -0.022241 -3.795484 -4.466104  0.41
H -2.336371 -4.670805 -4.434159  0.39
H -4.149292 -3.335019 -3.414082  0.40
H -3.651581 -1.137081 -2.406771  0.45
C -0.865200 -3.521918 1.248832  -1.45
C -1.614333 -2.227637 0.959232  0.78
C -3.095981 -2.474847 0.724844  -1.42
O -1.080904 -1.596735 -0.182034  -0.51
H -1.329098 -4.076810 2.068285  0.42
H 0.175837 -3.320640 1.515091  0.28
H -0.873594 -4.144136 0.350069  0.30
H -1.526418 -1.574006 1.847614  0.16
H -3.222758 -3.142601 -0.132938  0.26
H -3.606220 -1.533259 0.506220  0.23
H -3.561044 -2.933928 1.600886  0.46

Atomic forces in eV per Å
Bi -0.3 -0.2 -0.1
O -0.2 -0.1 0.0
S 0.2 -0.2 0.0
O 0.0 0.0 0.0
O 0.1 0.0 0.2
O 0.0 0.2 -0.1
N -0.2 0.3 -0.1
C 0.1 -0.1 0.1
C 0.0 0.0 0.0
C 0.0 0.0 0.0
C 0.0 0.0 0.0
C 0.0 0.0 0.0
C 0.0 0.0 0.0
P -0.3 0.2 -0.3
C 0.0 0.0 0.0
C 0.1 0.1 0.1
C 0.0 0.0 0.0
C 0.0 0.0 0.0
C 0.0 0.0 0.0
C 0.0 0.0 0.1
C 0.0 0.0 0.1
C 0.0 0.0 -0.1
C 0.0 0.0 0.0
C 0.0 0.0 0.0
C 0.0 0.0 0.0
C 0.0 0.0 0.0
H 0.1 0.1 0.0
H 0.0 0.0 0.0
H 0.0 0.0 0.0
H 0.0 0.0 0.0
H 0.0 0.0 0.0
H 0.0 0.0 0.0
H 0.0 -0.1 0.0
H 0.0 0.0 0.0
H 0.0 0.0 0.0
H 0.0 0.0 0.0
H 0.0 0.0 -0.1
H 0.0 0.0 0.0
H 0.0 0.0 0.0
H 0.0 0.0 0.0
H 0.0 0.0 0.0
H 0.0 0.0 0.0
C 0.0 0.0 -0.1
C -0.1 0.1 0.0
C -0.1 0.0 0.0
O 0.4 -0.1 0.1
H 0.0 0.0 0.0
H 0.0 0.0 0.0
H 0.0 0.0 0.1
H 0.0 0.0 0.0
H 0.0 0.0 0.1
H 0.0 0.0 0.0
H 0.0 0.0 0.0

Computed properties:
E_LUMO, Ha: -0.0135
Net charge: 0
Spin multiplicity: 1
HOMO, eV: -8.4987

# 3
Density functional theory data (ωB97M-V/def2-TZVPD) for C21H23BrCsNO5 as an isolated structure at a distorted geometry.

Each line ends with the Mulliken charge.
Cartesian coordinates (Å):
Cs -1.287175 0.562794 -2.489388  1.13
C 5.585725 0.771194 0.893012  -1.69
C 4.881725 -0.483006 1.431712  2.28
C 4.979325 -0.470206 2.961212  -2.20
C 5.612925 -1.730806 0.913612  -1.69
C 3.442625 -0.523006 0.938512  -0.01
C 3.194325 -0.624306 -0.422588  -0.70
C 1.904425 -0.699106 -0.881488  -0.46
Br 1.636125 -0.891606 -2.779088  -0.39
C 0.738925 -0.644206 -0.076688  0.62
O -0.414275 -0.666606 -0.595888  -1.16
C 1.025725 -0.564606 1.331712  -0.61
C 2.329525 -0.500706 1.775712  0.57
C -0.147875 -0.538806 2.302512  2.20
C -0.990375 0.710694 2.023212  -1.74
C -1.008075 -1.792006 2.100212  -1.74
C 0.274925 -0.502706 3.777112  -2.29
H 6.622025 0.807994 1.231912  0.44
H 5.075825 1.666694 1.240412  0.38
H 5.578325 0.779594 -0.193488  0.32
H 6.025725 -0.480906 3.269212  0.44
H 4.494225 -1.347206 3.385012  0.40
H 4.517325 0.424994 3.372912  0.39
H 6.641725 -1.759406 1.273512  0.45
H 5.628525 -1.743806 -0.172388  0.33
H 5.098825 -2.627406 1.251912  0.37
H 3.997325 -0.648906 -1.143488  0.35
H 2.503625 -0.422706 2.835912  0.59
H -1.359375 0.678094 1.002112  0.35
H -0.383775 1.607194 2.147812  0.32
H -1.837275 0.758694 2.707112  0.48
H -1.362375 -1.832406 1.075812  0.29
H -1.863775 -1.777506 2.774312  0.46
H -0.425075 -2.689806 2.300612  0.34
H 0.837425 0.399094 4.011412  0.38
H 0.871225 -1.374506 4.043212  0.41
H -0.618075 -0.506006 4.401612  0.45
O -8.094275 3.076794 -3.515788  -0.73
C -8.001075 1.841894 -3.524488  0.44
O -8.909375 0.992394 -3.495688  -0.75
C -6.548075 1.269594 -3.578888  0.12
C -6.341775 -0.108006 -3.548188  -0.42
C -5.048575 -0.588406 -3.553788  -0.45
N -3.970075 0.186994 -3.615688  -0.45
C -4.159175 1.508194 -3.670288  0.96
C -5.423675 2.080094 -3.642988  -0.41
C -2.899975 2.368794 -3.734088  -0.10
O -2.887175 3.411494 -3.065288  -0.72
O -1.940175 1.899694 -4.388988  -0.82
H -7.206375 -0.758106 -3.510888  0.43
H -4.840375 -1.659706 -3.510788  0.38
H -5.530775 3.153494 -3.662988  0.47

Atomic forces in eV per Å
Cs 0.0 -0.3 0.6
C 0.0 -0.2 0.1
C 0.1 0.0 0.1
C 0.0 0.0 -0.3
C 0.0 0.1 0.1
C 0.1 0.0 0.0
C 0.0 0.0 0.0
C 0.1 0.0 -0.4
Br 0.6 -0.3 0.1
C 0.4 -0.2 0.2
O 0.6 -1.5 2.0
C -0.3 0.0 0.0
C 0.3 0.0 0.1
C -0.1 0.0 0.2
C 0.0 -0.1 -0.1
C 0.0 0.1 -0.1
C 0.0 0.0 -0.3
H 0.1 0.0 0.0
H -0.1 0.1 0.0
H 0.0 0.0 -0.1
H 0.1 0.0 0.0
H -0.1 -0.1 0.1
H -0.1 0.1 0.1
H 0.2 0.0 0.0
H 0.0 0.0 -0.1
H 0.0 -0.1 0.0
H 0.1 0.0 -0.1
H 0.0 0.0 0.2
H -0.1 0.1 0.0
H 0.0 0.1 0.0
H -0.1 0.0 0.1
H -0.1 0.0 -0.1
H -0.1 0.0 0.1
H 0.1 -0.1 0.1
H 0.1 0.1 0.1
H 0.1 -0.1 0.0
H -0.1 0.0 0.0
O 0.1 0.6 0.0
C 0.4 -0.1 -0.1
O -0.2 -0.5 0.0
C -0.2 -0.1 0.0
C -0.2 0.1 0.0
C 0.1 -0.3 0.0
N -0.1 0.0 -0.2
C -0.1 0.0 -0.1
C -0.2 0.1 0.1
C -0.5 0.8 -0.8
O -0.2 0.3 0.4
O -0.6 1.1 -2.2
H 0.0 0.0 0.0
H -0.1 0.1 0.0
H 0.0 0.1 0.0

Computed properties:
E_LUMO, Ha: 0.1352
Net charge: -2
Spin multiplicity: 1
HOMO, eV: -2.6019

# 4
Density functional theory data (ωB97M-V/def2-TZVPD) for C21H23Cl2EuN7O4S as an isolated structure at a distorted geometry.

Each line ends with the Mulliken spin population.
Cartesian coordinates (Å):
Eu 0.533005 -0.993466 -0.260522  6.96
N 1.023069 1.012842 2.998493  0.00
C 0.069522 1.750630 2.369679  0.00
N -0.660095 2.638119 3.045452  0.00
C -1.503365 3.385609 2.373091  0.00
N -2.252353 4.292238 3.035424  0.00
N -1.707168 3.256287 1.049418  0.00
C -0.954876 2.319521 0.463575  0.00
N -0.071892 1.527057 1.045180  0.00
C -1.189164 2.141971 -1.022313  0.01
C -1.881623 3.109896 -1.727885  0.00
C -2.133441 2.815548 -3.062089  0.00
C -1.759741 1.626460 -3.654440  0.00
C -1.005823 0.735033 -2.884527  0.00
N -0.754072 0.998556 -1.604111  0.00
H 1.011522 1.191511 3.993634  0.00
H 1.113720 0.044826 2.702630  0.00
H -2.324750 4.197389 4.033814  0.00
H -2.972249 4.758088 2.533220  0.00
H -2.204754 4.047678 -1.263315  0.00
H -2.707497 3.583192 -3.592490  0.00
H -1.945166 1.441587 -4.660732  0.00
H -0.598586 -0.192061 -3.329252  -0.01
Cl 4.176430 -1.445988 3.400994  0.00
C 3.565792 -3.068555 3.152264  0.00
Cl 3.660713 -3.644170 1.477509  0.00
H 2.522595 -3.150922 3.485550  0.00
H 4.165613 -3.775975 3.721198  0.00
N -0.245742 -2.348779 -2.486345  0.01
C 0.438516 -3.223683 -2.879447  0.00
O 2.905398 0.016347 -0.612044  0.01
S 4.174422 -0.378286 -1.327770  0.00
C 3.803856 -2.026715 -2.132595  0.00
C 3.419263 -1.823732 -3.584369  0.00
C 2.900153 -0.403882 -3.667132  0.00
C 4.043605 0.392391 -2.963370  0.00
H 2.917853 -2.381380 -1.563146  0.01
H 4.692399 -2.656795 -1.900205  0.00
H 2.633673 -2.549292 -3.844611  0.00
H 4.332822 -1.971076 -4.238643  0.00
H 2.001487 -0.291967 -3.051069  0.01
H 2.658043 -0.113056 -4.704476  0.00
H 3.868098 1.473264 -2.858908  0.00
H 4.973358 0.247691 -3.525797  0.00
O -1.600911 -2.124126 0.168409  0.00
C -2.457905 -1.425181 0.988761  0.01
C -3.762340 -1.156445 0.516748  0.00
C -4.677063 -0.551869 1.333461  0.00
C -4.314732 -0.265927 2.655651  0.00
C -3.043727 -0.568947 3.162062  0.00
C -2.105712 -1.192400 2.315476  0.00
C -0.753891 -1.522867 2.869299  -0.01
O -0.699484 -1.845026 4.072408  0.00
O 0.219147 -1.359408 2.037563  0.00
H -1.979753 -2.607365 -0.554557  0.00
H -4.021160 -1.365976 -0.519789  0.00
H -5.715168 -0.307372 0.989211  0.00
H -5.025967 0.147536 3.316849  0.00
H -2.793907 -0.418586 4.168905  0.00

Atomic forces in eV per Å
Eu 0.5 0.7 -0.4
N -0.8 1.4 0.6
C 0.3 -0.5 -0.2
N 1.0 -0.2 1.2
C -0.3 -0.5 -0.9
N 0.4 -0.2 0.3
N 0.4 0.0 -0.5
C -0.6 0.3 -0.3
N -0.1 -0.1 -0.4
C 0.0 -0.5 0.2
C 0.3 -0.3 -0.1
C -1.0 1.0 -0.1
C 0.9 0.3 1.7
C -0.2 0.4 -0.4
N 0.2 -0.1 0.6
H 0.1 -0.3 0.0
H 0.1 0.0 0.0
H 0.1 0.1 0.0
H -0.4 0.2 -0.2
H 0.2 -0.6 -0.2
H 0.3 -0.5 -0.2
H -0.4 -0.4 -1.5
H -0.4 0.5 0.6
Cl 0.0 0.1 -0.1
C -0.4 -0.9 0.5
Cl -0.1 0.2 -0.2
H 0.3 0.4 -0.3
H 0.1 0.3 0.0
N 0.6 -0.4 0.2
C -0.4 0.6 0.3
O -0.3 -0.2 0.1
S -0.3 -0.4 -0.8
C 0.3 -0.2 1.3
C 0.6 -0.7 -0.6
C 0.6 0.5 0.1
C -0.8 0.5 -0.9
H 0.7 0.0 -0.2
H -0.8 0.2 -0.4
H 0.4 0.1 0.0
H -1.1 0.2 0.5
H -0.1 -0.1 -0.2
H 0.3 0.2 0.5
H 0.0 -0.4 0.2
H 0.0 0.0 0.3
O 0.9 0.4 0.8
C -1.7 -0.8 -0.1
C 1.0 0.1 -0.5
C -1.0 0.5 0.8
C 1.0 -0.4 -0.1
C -0.9 -0.6 -2.5
C -0.4 0.6 0.0
C 0.0 -0.4 1.4
O 0.5 0.4 -1.8
O 0.2 -0.7 0.5
H -0.7 -0.2 -0.7
H 0.2 -0.1 0.1
H 1.2 -0.3 0.3
H -0.7 0.5 0.6
H 0.3 0.2 1.2

Computed properties:
E_LUMO (alpha / beta), Ha: -0.0059 / -0.0058
Net charge: 0
Spin multiplicity: 8
HOMO (alpha / beta), eV: -7.1078 / -8.8041

Ordered relative energy (zero: lowest compared OMol25 entry of this formula, charge and spin) results: 2.401; 0.382; 0.514; 0.023; unit eV.